# 1
The following is a DFT calculation (ωB97M-V/def2-TZVPD) of a structure of composition C26H62BFN5O13 at a distorted geometry.

Last column: Löwdin charge in e.
Cartesian coordinates (Å):
N (3.591, -3.563, 0.800)  0.177
B (2.768, -2.368, 0.684)  -0.501
O (3.236, -1.203, 1.192)  0.197
C (1.286, -2.310, 0.027)  -0.141
N (0.800, -1.379, -0.802)  0.249
C (-0.461, -1.774, -1.012)  -0.370
N (-1.358, -1.154, -1.744)  0.263
N (-0.714, -2.868, -0.350)  -0.013
F (-1.864, -3.518, -0.298)  0.177
N (0.389, -3.200, 0.302)  0.193
H (3.095, -4.194, 1.420)  0.080
H (3.801, -3.994, -0.093)  0.088
H (2.588, -0.933, 1.862)  0.126
H (-2.161, -1.671, -2.047)  0.133
H (-1.206, -0.206, -2.028)  0.125
H (0.536, -3.978, 0.922)  0.203
C (-6.404, 4.073, -2.002)  -0.101
O (-5.483, 3.547, -1.064)  -0.229
C (-5.767, 3.887, 0.285)  -0.175
C (-5.720, 2.683, 1.209)  -0.173
O (-6.735, 1.717, 0.971)  -0.101
C (-6.575, 1.015, -0.243)  -0.171
C (-5.365, 0.088, -0.159)  -0.172
O (-4.113, 0.762, -0.050)  -0.184
C (-3.404, 0.213, 1.056)  -0.148
H (-6.104, 5.081, -2.302)  0.091
H (-6.392, 3.427, -2.880)  0.088
H (-7.424, 4.088, -1.609)  0.092
H (-6.742, 4.374, 0.376)  0.127
H (-4.999, 4.600, 0.609)  0.130
H (-5.877, 3.061, 2.222)  0.124
H (-4.738, 2.214, 1.228)  0.106
H (-6.575, 1.680, -1.106)  0.108
H (-7.451, 0.373, -0.369)  0.133
H (-5.318, -0.544, -1.055)  0.124
H (-5.510, -0.560, 0.711)  0.123
H (-4.110, -0.036, 1.852)  0.051
H (-2.715, 0.971, 1.429)  -0.070
H (-2.824, -0.677, 0.771)  0.107
C (1.245, 2.394, -6.023)  -0.112
O (0.916, 2.452, -4.653)  -0.212
C (1.789, 3.251, -3.866)  -0.190
C (1.023, 4.205, -2.979)  -0.192
O (0.311, 5.211, -3.660)  -0.105
C (-0.771, 4.810, -4.471)  -0.183
C (-1.961, 4.200, -3.761)  -0.170
O (-1.682, 2.915, -3.179)  -0.206
C (-2.154, 2.798, -1.849)  -0.115
H (1.965, 1.596, -6.204)  0.086
H (0.330, 2.175, -6.577)  0.090
H (1.640, 3.345, -6.390)  0.091
H (2.488, 3.816, -4.490)  0.126
H (2.375, 2.576, -3.230)  0.124
H (1.752, 4.732, -2.360)  0.131
H (0.376, 3.671, -2.280)  0.109
H (-0.424, 4.168, -5.282)  0.106
H (-1.124, 5.728, -4.947)  0.134
H (-2.760, 4.052, -4.497)  0.129
H (-2.325, 4.895, -2.998)  0.124
H (-2.062, 3.736, -1.297)  0.093
H (-1.563, 2.039, -1.333)  0.066
H (-3.205, 2.475, -1.860)  0.079
C (-5.475, 1.917, 5.161)  -0.095
O (-4.100, 1.962, 5.435)  -0.226
C (-3.494, 1.767, 6.684)  -0.182
C (-2.379, 0.796, 6.389)  -0.184
O (-2.791, -0.513, 6.027)  -0.111
C (-3.607, -0.722, 4.877)  -0.154
C (-3.157, -0.384, 3.464)  -0.193
O (-3.057, 1.024, 3.278)  -0.171
C (-1.952, 1.521, 2.559)  -0.086
H (-5.916, 2.911, 5.290)  0.094
H (-5.500, 1.643, 4.105)  0.075
H (-6.048, 1.183, 5.736)  0.095
H (-4.161, 1.400, 7.470)  0.135
H (-3.076, 2.720, 7.029)  0.129
H (-1.771, 0.652, 7.285)  0.129
H (-1.708, 1.231, 5.645)  0.119
H (-4.575, -0.248, 5.048)  0.102
H (-3.787, -1.801, 4.898)  0.134
H (-3.942, -0.747, 2.786)  0.094
H (-2.223, -0.892, 3.202)  0.135
H (-1.030, 0.957, 2.722)  0.120
H (-1.777, 2.550, 2.872)  0.124
H (-2.225, 1.525, 1.496)  0.051
C (8.011, -2.050, -0.042)  -0.113
O (8.605, -3.315, 0.120)  -0.192
C (7.877, -4.202, 0.949)  -0.193
C (7.708, -5.568, 0.313)  -0.178
O (6.888, -5.620, -0.848)  -0.130
C (7.335, -4.967, -2.029)  -0.185
C (8.585, -5.534, -2.673)  -0.196
O (9.740, -5.322, -1.883)  -0.197
C (10.556, -6.466, -1.725)  -0.107
H (8.320, -1.380, 0.767)  0.091
H (8.356, -1.637, -0.990)  0.091
H (6.923, -2.114, -0.077)  0.076
H (6.889, -3.799, 1.203)  0.112
H (8.445, -4.314, 1.881)  0.130
H (7.203, -6.202, 1.048)  0.127
H (8.670, -6.043, 0.127)  0.111
H (7.427, -3.893, -1.866)  0.107
H (6.521, -5.092, -2.749)  0.124
H (8.750, -5.022, -3.630)  0.129
H (8.438, -6.599, -2.880)  0.123
H (9.966, -7.384, -1.648)  0.087
H (11.121, -6.346, -0.800)  0.089
H (11.261, -6.547, -2.558)  0.090

Computed properties:
Strongest force on any atom, eV/A: 9.23
Kohn-Sham gap, eV: 6.993
Highest occupied orbital energy, Ha: -0.391
Charge: +1
2S+1: 1


# 2
The following is a DFT calculation (ωB97M-V/def2-TZVPD) of a cluster of 11 separate species, C26H62Cl12O10 in total at a distorted geometry.

Last column: Löwdin charge in e.
Cartesian coordinates (Å):
C (6.869, -0.147, -2.912)  -0.095
O (5.769, -0.458, -3.759)  -0.215
C (5.184, 0.710, -4.245)  -0.228
C (3.985, 0.412, -5.082)  -0.190
O (3.006, -0.214, -4.273)  -0.212
C (1.795, -0.378, -4.906)  -0.129
H (7.806, 0.029, -3.472)  0.099
H (6.980, -0.995, -2.243)  0.082
H (6.588, 0.757, -2.394)  0.064
H (5.992, 1.225, -4.870)  0.158
H (4.878, 1.315, -3.432)  0.102
H (4.261, -0.240, -5.935)  0.142
H (3.576, 1.341, -5.467)  0.125
H (1.264, 0.582, -4.818)  0.082
H (1.227, -1.087, -4.284)  0.093
H (1.839, -0.717, -5.937)  0.095
C (-5.398, 1.120, 1.145)  -0.109
O (-4.455, 0.690, 2.070)  -0.199
C (-4.919, -0.343, 2.860)  -0.238
C (-4.054, -0.631, 4.073)  -0.234
O (-4.166, 0.329, 5.068)  -0.203
C (-3.300, 0.084, 6.182)  -0.125
H (-4.969, 2.039, 0.692)  0.091
H (-6.356, 1.385, 1.629)  0.098
H (-5.496, 0.324, 0.343)  0.098
H (-4.978, -1.273, 2.255)  0.132
H (-5.981, -0.188, 3.171)  0.138
H (-2.971, -0.692, 3.784)  0.135
H (-4.409, -1.634, 4.319)  0.124
H (-2.243, 0.107, 5.871)  0.041
H (-3.641, -0.844, 6.650)  0.093
H (-3.430, 0.945, 6.839)  0.084
C (0.018, -4.239, 3.328)  -0.093
O (-0.174, -4.883, 2.055)  -0.178
C (0.360, -4.085, 0.986)  -0.208
C (0.377, -4.965, -0.233)  -0.276
O (1.523, -5.761, -0.305)  -0.183
C (1.742, -6.387, -1.529)  -0.130
H (0.465, -3.227, 3.281)  0.084
H (0.603, -4.873, 4.008)  0.085
H (-0.933, -4.175, 3.843)  0.072
H (1.363, -3.813, 1.239)  0.106
H (-0.234, -3.171, 0.869)  0.106
H (0.223, -4.297, -1.089)  0.059
H (-0.539, -5.595, -0.213)  0.128
H (1.996, -5.652, -2.300)  0.061
H (0.958, -7.036, -1.883)  0.079
H (2.648, -7.017, -1.392)  0.103
C (1.002, 0.360, -1.937)  -0.134
O (0.727, 0.828, -0.613)  -0.201
C (-0.450, 0.237, -0.117)  -0.217
C (-0.579, 0.544, 1.302)  -0.213
O (0.254, -0.276, 2.054)  -0.177
C (0.657, 0.297, 3.260)  -0.148
H (0.953, -0.718, -1.960)  0.049
H (1.966, 0.633, -2.337)  0.046
H (0.347, 0.824, -2.725)  0.081
H (-0.374, -0.871, -0.238)  0.082
H (-1.244, 0.619, -0.738)  0.121
H (-1.578, 0.407, 1.676)  0.120
H (-0.360, 1.612, 1.483)  0.128
H (-0.209, 0.326, 3.897)  0.033
H (1.157, 1.292, 3.174)  0.071
H (1.386, -0.338, 3.681)  0.058
C (-1.877, 4.205, 0.358)  -0.150
O (-1.404, 3.668, -0.818)  -0.177
C (-2.106, 4.092, -1.983)  -0.177
C (-2.707, 2.888, -2.636)  -0.219
O (-3.488, 2.094, -1.782)  -0.181
C (-4.416, 1.310, -2.440)  -0.120
H (-1.122, 3.920, 1.135)  0.085
H (-2.830, 3.832, 0.713)  0.073
H (-1.936, 5.272, 0.439)  0.084
H (-1.385, 4.588, -2.658)  0.121
H (-2.885, 4.823, -1.685)  0.135
H (-1.882, 2.338, -3.072)  0.118
H (-3.297, 3.215, -3.458)  0.114
H (-5.205, 1.943, -2.853)  0.094
H (-4.872, 0.689, -1.669)  0.061
H (-3.969, 0.592, -3.186)  0.111
Cl (-1.781, -2.626, -1.674)  0.543
C (-2.803, -4.103, -1.390)  -0.966
Cl (-4.381, -4.043, -2.185)  0.532
H (-2.246, -4.948, -1.749)  0.014
H (-2.833, -4.207, -0.349)  0.009
Cl (-2.868, 4.863, 3.814)  0.512
C (-2.690, 3.083, 3.570)  -0.936
Cl (-1.619, 2.389, 4.797)  0.627
H (-3.637, 2.589, 3.727)  0.013
H (-2.278, 2.892, 2.589)  -0.016
Cl (3.071, 4.966, -1.075)  0.487
C (2.349, 3.376, -1.461)  -0.955
Cl (1.604, 3.498, -3.104)  0.513
H (3.092, 2.627, -1.395)  -0.015
H (1.495, 3.148, -0.803)  0.016
Cl (2.427, 4.314, 2.322)  0.504
C (1.308, 4.431, 3.702)  -1.048
Cl (2.060, 4.542, 5.271)  0.538
H (0.733, 5.341, 3.596)  0.023
H (0.794, 3.511, 3.743)  -0.063
Cl (3.877, 0.596, 2.454)  0.538
C (3.388, -0.314, 1.005)  -0.999
Cl (4.511, 0.154, -0.246)  0.587
H (3.412, -1.380, 1.294)  0.041
H (2.410, -0.041, 0.649)  -0.005
Cl (2.835, -2.941, -1.433)  0.619
C (4.415, -2.754, -2.198)  -1.037
Cl (5.102, -4.140, -3.039)  0.546
H (4.288, -1.933, -2.923)  0.003
H (5.043, -2.514, -1.358)  -0.009

Computed properties:
SMILES: COCCOC.COCCOC.COCCOC.COCCOC.COCCOC.ClCCl.ClCCl.ClCCl.ClCCl.ClCCl.ClCCl
Strongest force on any atom, eV/A: 2.53
Kohn-Sham gap, eV: 9.911
Highest occupied orbital energy, Ha: -0.350
Energy relative to the best compared isomer or geometry (same formula, charge and spin), kcal per mole: 0.00
2S+1: 1


# 3
The following is a DFT calculation (ωB97M-V/def2-TZVPD) of a cluster of 3 separate species, C26H62F2N8O12P4S in total at a distorted geometry.

Last column: Löwdin charge in e.
Cartesian coordinates (Å):
C (2.733, 0.735, 0.235)  -0.053
C (3.525, 2.016, 0.402)  -0.225
O (3.509, 2.758, -0.827)  -0.086
C (2.782, 3.949, -0.790)  -0.393
C (2.844, 4.433, -2.239)  -0.216
N (4.192, 4.747, -2.702)  0.026
O (1.418, 3.649, -0.482)  -0.021
C (0.718, 4.479, 0.381)  -0.531
C (-0.764, 4.357, -0.058)  -0.150
O (-0.963, 3.008, -0.488)  -0.102
C (-2.298, 2.716, -0.842)  -0.319
C (-2.554, 2.750, -2.347)  -0.142
C (-2.131, 4.042, -3.035)  -0.291
C (-2.780, 4.265, -4.393)  -0.543
S (-1.985, 5.672, -5.256)  0.707
C (-2.683, 1.310, -0.310)  -0.014
C (-1.474, 0.496, 0.097)  -0.507
O (-1.330, 0.073, 1.214)  0.102
O (-0.541, 0.191, -0.822)  0.100
P (1.187, 6.346, 0.275)  1.025
P (-0.600, 7.508, -0.129)  0.247
O (-1.765, 7.162, 0.697)  -0.296
O (-0.893, 7.436, -1.710)  -0.179
O (-0.181, 9.020, 0.101)  -0.151
N (0.952, 4.109, 1.812)  0.093
C (0.695, 5.116, 2.793)  -0.567
O (1.504, 5.657, 3.448)  0.197
F (-0.599, 5.373, 2.972)  0.151
C (0.355, 2.881, 2.234)  -0.455
O (-0.791, 2.648, 2.390)  0.225
F (1.267, 1.977, 2.567)  0.164
H (1.678, 0.975, 0.132)  0.054
H (2.812, 0.140, 1.147)  0.076
H (3.077, 0.146, -0.608)  0.081
H (3.197, 2.631, 1.238)  0.102
H (4.565, 1.745, 0.603)  0.119
H (3.303, 4.607, -0.079)  0.152
H (2.515, 3.563, -2.807)  0.131
H (2.119, 5.220, -2.447)  0.090
H (4.778, 5.094, -1.955)  0.068
H (4.586, 3.890, -3.059)  0.069
H (-0.922, 4.954, -0.952)  0.076
H (-1.439, 4.617, 0.754)  0.123
H (-3.020, 3.402, -0.388)  0.159
H (-3.637, 2.658, -2.476)  0.131
H (-2.139, 1.878, -2.863)  0.125
H (-1.046, 4.141, -3.084)  0.108
H (-2.468, 4.869, -2.400)  0.100
H (-2.715, 3.394, -5.040)  0.072
H (-3.815, 4.563, -4.251)  0.067
H (-1.166, 6.121, -4.294)  -0.174
H (-3.350, 1.344, 0.544)  0.130
H (-3.204, 0.745, -1.086)  0.125
H (-0.590, 0.778, -1.588)  0.111
H (1.961, 6.554, -0.873)  -0.051
H (-1.760, 7.020, -1.826)  0.064
H (-0.873, 9.416, 0.652)  0.093
C (-0.307, -3.078, -5.472)  -0.140
N (0.513, -2.401, -4.490)  -0.315
C (1.648, -1.757, -5.140)  -0.137
P (0.854, -3.038, -2.937)  0.696
O (1.231, -1.794, -2.183)  -0.285
N (-0.642, -3.408, -2.142)  -0.328
C (-1.826, -2.649, -2.512)  -0.126
C (-0.492, -3.438, -0.686)  -0.136
N (1.086, -4.712, -3.455)  -0.293
C (0.195, -5.791, -3.046)  -0.133
C (2.487, -5.148, -3.269)  -0.135
H (0.237, -3.866, -6.012)  0.081
H (-0.661, -2.349, -6.205)  0.084
H (-1.192, -3.529, -5.029)  0.053
H (2.362, -2.491, -5.541)  0.078
H (2.179, -1.116, -4.436)  0.069
H (1.309, -1.123, -5.962)  0.079
H (-1.652, -1.566, -2.531)  0.069
H (-2.632, -2.854, -1.805)  0.084
H (-2.204, -2.955, -3.489)  0.054
H (-0.451, -2.434, -0.251)  0.061
H (0.427, -3.960, -0.404)  0.079
H (-1.320, -3.985, -0.232)  0.083
H (0.209, -5.986, -1.970)  0.081
H (0.511, -6.703, -3.562)  0.084
H (-0.827, -5.596, -3.355)  0.073
H (2.737, -5.287, -2.212)  0.081
H (3.171, -4.399, -3.681)  0.073
H (2.675, -6.083, -3.798)  0.076
C (0.846, -2.082, 5.306)  -0.135
N (0.440, -2.692, 4.061)  -0.306
C (0.254, -1.672, 3.026)  -0.123
P (-0.648, -3.994, 3.943)  0.693
O (-0.303, -4.558, 2.593)  -0.289
N (-0.068, -5.298, 4.939)  -0.343
C (1.363, -5.393, 5.184)  -0.129
C (-0.590, -6.586, 4.504)  -0.155
N (-1.777, -3.436, 5.186)  -0.291
C (-1.989, -4.154, 6.437)  -0.137
C (-3.089, -3.082, 4.602)  -0.133
H (0.102, -1.372, 5.696)  0.083
H (1.780, -1.538, 5.147)  0.086
H (1.042, -2.818, 6.083)  0.052
H (-0.611, -1.034, 3.234)  0.070
H (0.105, -2.132, 2.052)  0.056
H (1.139, -1.038, 2.948)  0.076
H (1.960, -5.302, 4.268)  0.087
H (1.597, -6.351, 5.652)  0.079
H (1.696, -4.630, 5.888)  0.054
H (-0.074, -6.969, 3.617)  0.079
H (-1.654, -6.509, 4.260)  0.073
H (-0.496, -7.317, 5.311)  0.081
H (-2.428, -5.147, 6.303)  0.078
H (-2.670, -3.560, 7.054)  0.084
H (-1.064, -4.250, 6.996)  0.073
H (-3.650, -3.968, 4.285)  0.079
H (-2.948, -2.439, 3.728)  0.076
H (-3.693, -2.526, 5.320)  0.077

Computed properties:
SMILES: CCO[C@@H](CN)O[C@](CO[C@@H](CCCS)CC(=O)O)(PP(=O)(O)O)N(C(=O)F)C(=O)F.CN(C)P(=O)(N(C)C)N(C)C.CN(C)P(=O)(N(C)C)N(C)C
Strongest force on any atom, eV/A: 5.69
Kohn-Sham gap, eV: 8.125
Highest occupied orbital energy, Ha: -0.297
2S+1: 1


Q: Number 1 is which compound?
A: C26H62BFN5O13


Q: Which of these has the lowest Kohn-Sham gap?
A: C26H62BFN5O13


Q: Which of these has the highest highest occupied orbital energy?
A: C26H62F2N8O12P4S